Record 1
The following is a DFT calculation (ωB97M-V/def2-TZVPD) of a molecular structure, C29H30N7O5PSeTeY at a distorted geometry.

CARTESIAN COORDINATES (ANGSTROEM)
Y  -0.068  0.143  -0.251
Se  -4.226  7.341  0.682
N  -2.739  6.708  1.364
C  -2.478  5.530  0.830
C  -1.331  4.723  1.142
C  -0.371  5.099  2.087
C  0.713  4.271  2.286
C  0.828  3.116  1.515
N  -0.076  2.732  0.633
C  -1.162  3.499  0.462
C  -2.169  3.024  -0.473
N  -1.987  1.808  -1.010
C  -2.861  1.380  -1.907
C  -3.974  2.114  -2.311
C  -4.198  3.348  -1.740
C  -3.285  3.826  -0.797
C  -3.436  5.094  -0.140
N  -4.434  5.933  -0.341
H  -0.498  6.025  2.626
H  1.470  4.516  3.014
H  1.698  2.480  1.621
H  -2.664  0.400  -2.330
H  -4.641  1.715  -3.058
H  -5.056  3.952  -1.989
C  1.742  -3.548  1.869
C  1.132  -2.169  1.812
O  0.682  -1.793  0.708
C  1.079  -1.340  2.981
C  1.692  -1.721  4.193
C  1.632  -0.931  5.307
C  0.957  0.294  5.254
C  0.346  0.702  4.103
C  0.371  -0.089  2.923
O  -0.243  0.334  1.872
H  1.656  -3.993  0.879
H  1.229  -4.170  2.600
H  2.793  -3.491  2.143
H  2.242  -2.648  4.237
H  2.102  -1.243  6.226
H  0.929  0.920  6.131
H  -0.183  1.643  4.054
C  -3.872  -4.168  0.304
N  -3.384  -2.816  0.311
C  -3.848  -1.795  1.087
C  -3.061  -0.716  0.816
N  -2.117  -1.064  -0.113
C  -2.343  -2.334  -0.389
H  -4.865  -4.200  0.747
H  -3.207  -4.810  0.884
H  -3.923  -4.549  -0.715
H  -4.679  -1.914  1.753
H  -3.119  0.279  1.218
H  -1.780  -2.910  -1.100
C  3.077  -2.011  -5.527
C  2.610  -2.299  -4.114
O  2.720  -1.112  -3.327
P  2.121  -1.243  -1.820
O  0.653  -1.530  -1.916
Te  2.684  0.762  -0.635
O  2.825  -2.554  -1.234
C  4.223  -2.749  -0.970
C  5.183  -1.711  -1.531
H  3.093  -2.938  -6.096
H  4.082  -1.600  -5.511
H  2.416  -1.305  -6.024
H  3.230  -3.085  -3.671
H  1.571  -2.642  -4.107
H  4.458  -3.730  -1.394
H  4.340  -2.806  0.117
H  4.974  -1.500  -2.575
H  6.198  -2.088  -1.459
H  5.123  -0.781  -0.968
N  0.453  0.821  -3.816
C  0.124  0.897  -2.710
H  0.828  0.665  -4.727

Forces on the atoms, in the same order (eV/Å):
-1.628 0.501 0.237
0.113 -0.125 -0.017
0.993 -0.332 0.574
-0.852 0.999 -0.010
0.643 -0.618 0.112
-0.058 -0.238 -0.226
-0.125 0.105 -0.089
0.171 0.118 0.111
-0.075 -0.102 -0.234
0.333 0.560 0.497
-0.643 0.148 -0.410
-0.159 -0.013 0.232
-0.152 0.000 -0.137
0.082 0.070 0.042
0.254 -0.146 0.186
0.251 -0.840 -0.339
-0.496 1.156 0.398
-0.241 -0.938 -0.767
0.005 0.049 0.053
0.110 -0.007 0.019
-0.034 -0.064 0.083
-0.075 0.026 0.022
-0.057 -0.066 -0.040
-0.094 0.067 -0.075
-0.198 0.099 -0.268
-0.065 -0.041 -0.413
0.271 -0.592 0.647
-0.292 0.736 0.030
-0.018 0.041 -0.105
0.116 -0.127 0.184
0.063 -0.120 -0.089
-0.154 0.003 -0.325
0.319 -0.405 0.673
-0.191 0.209 0.157
0.022 0.009 0.057
0.021 -0.026 0.097
0.075 0.007 0.090
0.010 -0.147 0.010
0.091 -0.056 0.056
-0.044 0.098 0.121
-0.071 0.072 -0.011
-0.035 -0.705 0.019
0.338 0.361 -0.257
0.005 0.590 0.199
-0.360 -0.071 0.193
-0.428 -0.575 -0.146
0.118 -0.020 -0.213
0.046 0.038 -0.065
-0.090 0.019 -0.018
-0.034 0.063 0.046
-0.126 -0.043 0.085
0.014 0.059 0.118
0.124 -0.162 -0.016
-0.028 0.022 0.351
-0.003 -0.537 -0.565
-0.153 0.345 0.864
1.248 -0.707 -0.791
-0.339 0.373 0.567
1.477 0.034 -0.328
-0.427 0.529 -0.183
0.581 -0.177 0.069
-0.191 0.020 0.116
-0.037 -0.029 -0.077
0.087 0.052 -0.046
-0.037 0.058 -0.086
-0.058 0.057 -0.011
0.077 -0.016 0.017
-0.092 0.081 0.120
-0.074 -0.041 -0.123
0.048 0.028 -0.114
0.104 -0.125 0.075
0.090 -0.020 -0.101
-0.241 0.275 0.017
0.095 0.098 -0.800
0.075 0.054 -0.045

Its HOMO energy is -10.1 eV. The HOMO-LUMO gap comes out at 7.2 eV. The energy above the lowest of the compared OMol25 structures with the same formula, charge and spin is 124.13 kJ/mol. Its charge is +1.

Record 2
The following is a DFT calculation (ωB97M-V/def2-TZVPD) of a molecular structure, C29H31Br6N7O14 at a distorted geometry.

CARTESIAN COORDINATES (ANGSTROEM)
C  -11.577  -2.982  7.139
N  -10.115  -2.852  7.143
O  -9.652  -1.787  6.938
O  -9.527  -3.828  7.477
H  -11.862  -4.019  7.319
H  -11.747  -2.385  6.243
H  -11.782  -2.329  7.987
C  -13.108  0.245  1.304
N  -12.032  0.482  2.327
O  -12.405  0.810  3.434
O  -10.858  0.357  2.040
H  -13.255  1.097  0.641
H  -14.061  -0.002  1.772
H  -12.823  -0.607  0.689
C  -9.064  0.460  8.913
N  -10.108  1.369  8.297
O  -9.688  2.462  7.815
O  -11.173  0.765  8.135
H  -8.537  1.099  9.621
H  -8.477  0.259  8.017
H  -9.436  -0.465  9.353
C  -12.914  -0.521  7.858
C  -13.844  -1.578  7.972
C  -14.507  -2.072  6.789
C  -14.156  -1.662  5.538
C  -13.175  -0.650  5.465
C  -12.601  -0.065  6.572
N  -14.705  -2.295  4.342
O  -15.663  -3.119  4.469
O  -14.175  -1.987  3.279
H  -12.477  -0.021  8.710
H  -14.183  -1.952  8.927
H  -15.258  -2.829  6.960
H  -12.920  -0.341  4.462
H  -11.708  0.539  6.504
C  -10.975  -4.984  12.313
C  -12.127  -4.186  12.716
C  -12.503  -3.117  11.906
C  -11.731  -2.694  10.779
C  -10.621  -3.491  10.467
C  -10.293  -4.643  11.133
N  -12.110  -1.516  9.969
O  -11.305  -1.137  9.070
O  -13.150  -0.965  10.219
H  -10.516  -5.724  12.951
H  -12.623  -4.389  13.653
H  -13.332  -2.489  12.198
H  -9.963  -3.367  9.620
H  -9.431  -5.226  10.844
C  -10.209  -6.761  6.470
C  -11.183  -7.335  7.316
C  -12.452  -6.758  7.395
C  -12.766  -5.744  6.531
C  -11.874  -5.178  5.647
C  -10.574  -5.645  5.632
N  -14.239  -5.338  6.480
O  -15.097  -6.168  6.660
O  -14.399  -4.104  6.305
H  -9.209  -7.168  6.446
H  -10.800  -8.043  8.036
H  -13.127  -7.232  8.093
H  -12.229  -4.400  4.987
H  -9.932  -5.260  4.854
C  -14.899  0.560  3.664
C  -15.061  1.944  3.383
C  -15.858  2.213  2.336
C  -16.436  1.211  1.457
C  -16.216  -0.098  1.738
C  -15.518  -0.421  2.891
N  -17.291  1.619  0.307
O  -17.209  2.773  -0.064
O  -17.973  0.778  -0.268
H  -14.052  0.403  4.317
H  -14.468  2.538  4.063
H  -16.025  3.231  2.017
H  -16.729  -0.933  1.284
H  -15.487  -1.442  3.245
C  -17.290  -4.077  5.644
Br  -18.650  -3.487  6.865
Br  -17.875  -3.342  3.990
Br  -17.176  -6.087  5.775
H  -16.331  -3.653  5.941
C  -10.979  2.659  4.203
Br  -9.206  3.497  4.669
Br  -12.058  4.088  3.446
Br  -11.801  1.935  5.880
H  -11.047  1.851  3.475

Forces on the atoms, in the same order (eV/Å):
1.118 1.133 0.373
-2.250 -1.270 0.689
1.424 2.460 -0.889
2.436 -2.123 0.756
0.141 1.125 -0.239
-1.315 -0.729 -0.066
-0.169 -1.065 -0.980
0.243 -0.633 -0.942
-0.439 -0.328 -1.510
0.341 -0.095 -1.530
-0.485 -0.129 -0.207
0.446 0.262 0.350
1.093 0.363 -0.078
0.384 0.123 0.101
0.771 1.360 -0.250
1.802 -0.183 -0.935
-1.883 -2.850 2.049
3.714 5.936 0.714
0.262 -0.264 -0.131
0.415 -0.208 0.385
-0.219 0.627 -0.251
-4.546 0.038 -1.614
-1.544 0.941 -2.646
-0.238 1.409 3.198
0.595 1.075 0.541
0.148 -1.460 -0.305
-1.847 -4.784 1.668
1.806 -2.507 2.806
6.473 3.633 -1.981
3.484 -3.816 1.130
-2.508 0.192 -1.687
-0.351 -0.127 -0.496
-0.334 1.532 0.335
0.920 -0.932 1.064
-0.564 -4.446 1.100
-1.067 1.820 -0.065
2.190 -0.858 -1.380
0.341 0.978 -0.428
0.055 -1.894 1.049
-0.038 0.506 -1.676
-0.732 -0.391 2.146
2.250 -0.621 1.103
0.638 -3.650 4.970
0.569 0.058 2.019
-0.498 -0.314 0.100
-0.164 -0.006 -0.118
-0.180 -0.050 0.005
-0.286 0.859 -0.199
0.018 0.082 -0.185
-1.559 1.048 -0.643
1.736 1.785 -0.297
0.620 -1.301 0.116
-2.095 -0.947 -0.367
-0.060 -0.681 -0.555
-0.059 -1.885 0.262
2.473 0.482 0.246
3.834 0.991 1.878
0.639 -5.354 -0.366
0.045 0.069 -0.064
-0.509 -0.407 -0.035
-0.503 0.392 -0.143
0.112 0.005 -0.110
0.423 0.044 0.295
-0.577 1.456 -0.685
0.419 -3.266 0.893
-1.576 1.206 -3.070
0.731 1.417 1.236
-1.523 -0.866 0.822
-2.397 1.769 1.133
0.288 -0.159 -0.709
-0.036 0.072 0.366
0.570 0.214 0.911
-2.382 0.050 0.060
-0.445 0.985 -0.525
-0.142 0.193 0.039
-0.039 0.252 -0.664
-3.268 2.931 -2.540
-1.632 -1.408 1.398
-0.106 -0.034 0.919
-2.741 -0.746 -1.096
-4.039 1.326 -2.381
-1.191 -0.846 0.084
0.358 2.549 1.518
-0.825 -0.967 -0.632
-0.090 0.017 -0.221
1.573 7.989 -5.815
1.555 0.849 0.879

Its HOMO energy is -8.1 eV. The HOMO-LUMO gap comes out at 6.1 eV. The energy above the lowest of the compared OMol25 structures with the same formula, charge and spin is 1988.45 kJ/mol.

Record 3
The following is a DFT calculation (ωB97M-V/def2-TZVPD) of a molecular structure, C29H31CdN9O2S.

CARTESIAN COORDINATES (ANGSTROEM)
Cd  0.179  -0.706  0.141
C  -4.024  -2.352  -0.620
C  -3.764  -3.580  -1.204
C  -2.468  -4.072  -1.182
C  -1.470  -3.326  -0.579
N  -1.720  -2.126  -0.027
C  -2.969  -1.656  -0.056
C  -0.061  -3.805  -0.499
C  0.299  -5.133  -0.667
C  1.638  -5.474  -0.558
C  2.576  -4.495  -0.278
C  2.142  -3.186  -0.118
N  0.852  -2.872  -0.229
C  3.063  -2.059  0.199
C  4.406  -2.108  -0.132
C  5.210  -1.017  0.165
C  4.645  0.085  0.775
C  3.291  0.057  1.060
N  2.509  -0.992  0.800
H  -5.018  -1.928  -0.617
H  -4.554  -4.145  -1.678
H  -2.240  -5.018  -1.652
H  -3.111  -0.672  0.372
H  -0.444  -5.893  -0.860
H  1.948  -6.504  -0.677
H  3.620  -4.749  -0.165
H  4.817  -2.964  -0.647
H  6.259  -1.026  -0.099
H  5.228  0.967  0.995
H  2.810  0.930  1.478
N  -0.505  5.093  -5.813
C  -0.077  4.257  -4.823
C  0.757  4.732  -3.796
C  1.157  3.897  -2.780
C  0.739  2.572  -2.773
C  -0.080  2.078  -3.782
C  -0.486  2.913  -4.799
S  1.195  1.540  -1.458
O  1.166  0.145  -1.929
O  2.436  1.974  -0.878
N  0.077  1.513  -0.256
C  -1.146  2.111  -0.233
N  -2.070  1.500  0.547
C  -3.268  2.085  0.620
C  -3.596  3.236  -0.057
C  -2.576  3.782  -0.830
N  -1.372  3.248  -0.909
H  -0.053  5.983  -5.930
H  -0.924  4.701  -6.637
H  1.089  5.762  -3.813
H  1.802  4.261  -1.991
H  -0.380  1.039  -3.775
H  -1.113  2.531  -5.595
H  -4.001  1.594  1.254
H  -4.573  3.688  0.013
H  -2.727  4.696  -1.395
N  -0.095  0.161  5.296
C  -0.388  1.293  4.342
C  0.106  0.912  2.957
N  -0.462  -0.351  2.484
C  -0.221  -1.443  3.417
C  -0.703  -1.135  4.831
H  -0.441  0.390  6.229
H  0.918  0.048  5.380
H  0.106  2.186  4.720
H  -1.466  1.447  4.356
H  1.195  0.817  2.970
H  -0.143  1.701  2.251
H  -1.447  -0.224  2.257
H  0.852  -1.659  3.424
H  -0.725  -2.343  3.066
H  -0.421  -1.915  5.536
H  -1.784  -1.000  4.863

Forces on the atoms, in the same order (eV/Å):
0.088 0.133 0.062
0.003 -0.005 0.018
0.004 0.008 0.011
-0.015 -0.053 -0.010
0.003 0.065 0.124
-0.126 -0.014 -0.271
-0.030 -0.001 -0.010
0.044 -0.008 -0.002
-0.004 -0.004 -0.008
0.010 0.013 -0.001
-0.010 -0.024 -0.002
-0.021 0.026 0.017
0.030 -0.039 -0.044
-0.048 0.031 0.099
-0.019 -0.036 -0.002
0.039 0.006 -0.003
0.030 0.016 0.010
-0.003 -0.104 0.006
0.169 0.081 -0.155
0.005 0.002 -0.001
0.003 -0.003 0.000
-0.001 0.001 0.005
0.012 -0.004 -0.017
0.006 -0.003 -0.003
-0.004 0.003 0.002
-0.006 -0.001 -0.002
-0.009 0.002 0.002
-0.002 -0.002 0.000
-0.019 0.004 0.007
-0.019 0.022 0.012
0.005 0.010 0.019
0.000 -0.057 0.020
-0.020 0.019 -0.038
0.076 0.013 0.043
0.009 -0.156 0.078
-0.014 -0.010 -0.021
0.002 0.022 -0.005
-0.054 0.079 -0.032
-0.011 -0.003 0.023
0.026 0.180 -0.047
-0.061 -0.519 -0.011
-0.266 0.274 -0.093
0.129 -0.051 0.081
-0.043 -0.019 0.079
0.039 0.049 -0.076
-0.077 0.032 0.064
0.209 -0.080 0.047
0.000 -0.001 -0.008
0.003 0.004 -0.007
-0.001 -0.002 0.000
-0.015 0.006 -0.013
-0.004 0.006 -0.006
0.000 0.010 -0.002
-0.004 -0.007 0.002
-0.001 -0.006 -0.007
-0.015 -0.010 -0.002
-0.040 0.023 0.038
0.025 0.044 -0.095
-0.073 -0.056 0.066
0.075 0.132 0.009
-0.076 -0.001 0.005
-0.002 -0.101 -0.085
0.019 0.004 0.009
0.006 0.003 0.007
0.000 -0.007 0.018
-0.012 -0.023 0.028
0.033 -0.027 -0.012
0.009 0.009 -0.005
0.013 0.057 0.039
0.006 0.016 -0.006
-0.002 -0.009 0.015
0.006 0.017 0.020
-0.005 0.023 0.015

Its HOMO energy is -11.8 eV. The HOMO-LUMO gap comes out at 6.6 eV. The energy above the lowest of the compared OMol25 structures with the same formula, charge and spin is 44.20 kJ/mol. Its charge is +2.